Entry 1:
Entry from the Open Molecules 2025 dataset: a molecular structure, C27H36F30Li2N3O21S9 (ωB97M-V/def2-TZVPD).

ORCA input file:
```
! wB97M-V def2-TZVPD RIJCOSX def2/J DEFGRID3
* xyz -1 1
S -17.418 7.118 7.117
S -16.845 13.097 11.595
S -13.255 5.539 5.184
S -19.436 12.163 6.683
S -14.775 10.439 5.276
S -18.445 13.706 2.466
S -13.907 5.087 3.007
S -19.780 15.385 1.817
S -16.249 10.181 3.517
F -10.941 13.398 7.187
F -17.792 14.385 -2.121
F -14.649 5.631 1.721
F -10.995 11.778 1.834
F -17.530 8.643 -0.470
F -18.704 10.339 -1.438
F -15.836 15.144 0.239
F -18.257 13.124 -5.414
F -13.466 11.149 1.789
F -18.719 15.217 -4.606
F -12.605 12.162 7.438
F -10.639 7.772 8.389
F -21.319 15.842 1.587
F -13.662 9.561 6.115
F -12.978 9.282 9.059
F -11.829 13.140 3.280
F -16.251 14.103 -3.577
F -14.191 14.522 -0.902
F -14.580 17.228 -1.264
F -18.696 12.672 3.621
F -13.260 6.856 6.153
F -9.629 12.613 9.479
F -15.162 10.310 -0.652
F -16.172 9.528 -2.464
F -16.243 9.434 2.077
F -14.543 17.544 0.907
F -12.528 8.938 11.183
F -12.192 6.595 9.252
F -13.033 12.314 0.044
F -11.442 13.657 9.697
O -16.483 7.349 5.987
O -18.795 7.490 6.953
O -19.374 15.337 0.421
O -17.282 12.251 -2.895
O -18.291 13.227 11.540
O -14.763 3.979 3.347
O -18.069 12.948 1.286
O -11.907 5.069 5.154
O -20.416 12.756 5.760
O -18.050 12.434 6.373
O -14.253 4.813 5.998
O -13.874 11.513 4.904
O -16.124 13.085 12.858
O -17.429 14.589 3.029
O -14.098 14.734 1.373
O -12.589 4.789 2.479
O -17.585 9.877 3.983
O -16.058 11.508 3.014
O -15.769 10.642 6.306
O -11.159 10.044 9.709
O -19.249 16.511 2.633
N -20.105 14.106 2.453
N -13.964 6.389 3.834
N -14.999 9.282 4.212
C -17.632 10.018 -0.629
C -15.618 6.664 9.106
C -19.659 10.290 7.026
C -14.563 15.286 0.186
C -18.465 13.908 -4.304
C -16.641 7.843 8.688
C -16.201 14.407 10.468
C -14.369 13.366 1.729
C -19.445 10.346 8.607
C -11.445 11.312 10.148
C -16.221 11.815 -1.945
C -10.976 12.487 9.281
C -20.255 11.523 9.228
C -13.237 12.390 1.358
C -15.079 13.759 9.568
C -12.048 8.963 9.912
C -14.155 16.753 -0.079
C -11.884 12.763 1.972
C -17.439 13.658 -3.143
C -15.575 12.390 9.218
C -16.303 10.357 -1.429
C -11.309 7.623 9.567
C -16.240 11.775 10.451
C -17.325 5.346 7.624
C -19.863 12.788 8.403
C -16.262 5.343 8.722
C -11.328 12.321 7.793
Li -13.501 8.287 3.352
Li -15.641 7.368 4.303
H -14.978 14.268 8.609
H -14.523 13.315 2.807
H -14.101 13.728 10.048
H -15.203 6.688 10.114
H -15.866 15.346 10.908
H -12.530 11.392 10.078
H -17.411 7.912 9.456
H -18.372 10.507 8.702
H -17.663 10.402 0.391
H -10.891 11.393 7.424
H -19.370 13.508 -3.846
H -15.523 11.260 11.090
H -16.243 8.853 8.587
H -13.068 16.768 -0.157
H -14.746 11.753 8.912
H -20.264 11.735 10.297
H -17.037 14.596 9.794
H -18.322 5.257 8.056
H -15.515 4.614 8.410
H -16.286 12.448 8.393
H -16.205 12.531 -1.123
H -16.664 4.862 9.614
H -11.170 11.412 11.198
H -20.717 10.184 6.789
H -14.733 6.773 8.479
H -19.011 9.720 6.361
H -20.769 13.392 8.358
H -11.437 13.597 1.431
H -21.297 11.366 8.948
H -10.628 7.213 10.312
H -15.297 13.016 1.277
H -19.499 9.352 9.053
H -17.054 11.085 10.227
H -17.308 4.626 6.806
H -18.997 13.353 8.747
H -15.371 12.002 -2.601
*
```

Calculated values
Relative energy (zero: lowest compared OMol25 entry of this formula, charge and spin): 15.77 kcal per mole
Gap between HOMO and LUMO: 6.25 eV
Electronic energy: -255497.3112 eV
Molar mass: 1611.01 g/mol



Entry 2:
Entry from the Open Molecules 2025 dataset: a molecular structure, C18H21N8OPTi (ωB97M-V/def2-TZVPD).

ORCA input file:
```
! wB97M-V def2-TZVPD RIJCOSX def2/J DEFGRID3
* xyz 3 2
Ti -0.265 -1.094 -0.619
P 1.828 1.429 0.377
O -0.052 -2.368 -2.421
N -0.615 0.255 1.094
N -7.229 -3.623 0.401
N 1.209 2.512 -2.151
N 3.615 -0.615 0.809
N -0.039 1.893 2.432
N 0.207 0.546 -1.827
N -2.350 -1.667 -0.469
N 1.642 -1.385 0.260
C -3.426 -1.066 -1.004
C 2.349 -0.272 0.477
C 0.311 1.189 1.361
C -2.535 -2.751 0.313
C -1.599 0.372 2.072
C -4.695 -1.528 -0.835
C 0.706 3.003 3.057
C -4.882 -2.665 -0.059
C 0.992 1.501 -1.261
C 2.516 -2.463 0.432
C 4.701 0.291 1.280
C -6.183 -3.234 0.137
C 0.486 2.204 -3.293
C 3.729 -1.998 0.796
C 2.045 3.728 -2.067
C -3.777 -3.290 0.529
C -1.228 1.415 2.882
C -0.127 1.000 -3.100
H -0.709 0.394 -3.772
H 2.231 3.987 -3.111
H 0.452 2.839 -4.136
H 4.342 0.948 2.077
H -1.712 -3.140 0.848
H -0.660 -2.972 -2.891
H -5.558 -0.948 -1.205
H 1.440 3.407 2.351
H 0.735 -2.280 -3.012
H 1.260 2.574 3.919
H 4.617 -2.515 1.069
H 2.997 3.516 -1.578
H -1.669 1.849 3.764
H -3.965 -4.119 1.195
H 1.615 4.619 -1.520
H -2.449 -0.276 2.090
H 5.071 0.937 0.467
H 5.520 -0.318 1.673
H -3.202 -0.155 -1.572
H 0.091 3.813 3.399
H 2.219 -3.475 0.340
*
```

Calculated values
Relative energy (zero: lowest compared OMol25 entry of this formula, charge and spin): 0.00 kcal per mole
Gap between HOMO and LUMO (alpha / beta): 7.61 / 8.01 eV
⟨S²⟩: 0.753
Electronic energy: -65355.7287 eV
Molar mass: 444.26 g/mol



Entry 3:
Entry from the Open Molecules 2025 dataset: a molecular structure, C44H81Br20N3O8PS (ωB97M-V/def2-TZVPD).

ORCA input file:
```
! wB97M-V def2-TZVPD RIJCOSX def2/J DEFGRID3
* xyz 1 1
Br 3.998 -2.572 5.006
Br -1.282 0.952 -9.821
Br 4.333 -3.846 -0.198
Br -9.076 -1.438 -5.201
Br -0.675 -1.314 -1.391
Br 5.961 0.052 3.305
Br 2.591 -5.193 -2.823
Br -6.504 -7.627 -0.098
Br 5.972 -5.254 2.818
Br 8.505 -8.777 0.959
Br -5.736 -9.660 2.888
Br 0.543 -0.926 -4.828
Br -3.644 0.135 -6.402
Br -1.594 -4.897 -0.475
Br -2.013 -4.625 3.176
Br -3.185 3.961 -10.802
Br 6.833 -7.347 -2.034
Br -4.803 1.312 -3.175
Br 3.348 -5.803 -6.389
Br -7.683 -1.071 -8.594
S -1.222 -0.458 4.560
P -1.502 -0.136 2.699
O -0.889 -1.311 1.816
O -3.100 -0.096 2.440
O 3.956 3.339 0.809
O -3.869 0.152 -1.187
O -0.484 3.889 3.833
O 1.604 0.857 2.142
O -4.308 2.175 -0.302
O 5.661 5.006 -0.563
N -2.076 1.741 0.385
N -0.738 1.351 2.239
N -1.884 3.488 1.887
C -1.480 -1.930 -3.061
C 2.184 6.395 4.223
C 6.023 -5.851 0.961
C -9.806 -2.003 -6.920
C 0.188 5.197 5.788
C 3.243 -4.129 -5.406
C -6.143 0.622 -0.653
C -0.746 4.208 2.484
C -5.862 -7.732 2.695
C -6.982 -7.338 1.768
C 1.019 6.184 6.285
C -3.450 2.741 3.641
C -5.333 -0.194 -5.495
C -0.841 4.564 6.722
C -0.997 3.048 6.524
C -3.352 -4.673 1.759
C -8.727 -2.523 -7.830
C -1.583 2.211 1.492
C 8.538 -9.363 -0.896
C 3.815 -4.263 -4.020
C 2.496 1.972 2.234
C -5.834 1.048 -4.819
C -1.371 2.701 -8.977
C -0.495 4.764 8.213
C -3.122 3.548 2.656
C 6.080 -4.696 0.000
C 1.342 5.437 3.694
C 6.272 4.024 0.219
C 3.305 2.106 0.942
C -2.763 3.272 -9.034
C 5.222 6.109 0.215
C -4.658 0.967 -0.787
C -2.935 2.445 -0.542
C 3.288 7.013 3.395
C 0.502 1.098 1.369
C 5.322 3.265 1.177
C 8.578 -8.201 -1.851
C 5.277 -1.645 2.621
C 5.375 7.429 -0.508
C 3.908 -1.945 3.169
C -2.978 -5.643 0.673
C -0.413 -2.408 -4.008
C 0.343 4.832 4.438
C 2.008 6.791 5.533
H -6.049 -7.355 3.699
H -2.623 2.169 -1.546
H -4.273 -4.978 2.252
H -0.449 5.809 8.504
H -4.891 -7.386 2.355
H 0.333 -3.022 -3.515
H 0.627 1.989 0.747
H -1.070 2.537 -7.945
H -6.871 0.937 -4.506
H 2.611 2.024 0.096
H 0.926 6.527 7.302
H -10.334 -1.150 -7.333
H -1.203 4.199 8.811
H -0.022 2.636 6.264
H 1.968 2.900 2.463
H 4.012 7.476 4.061
H -2.140 -2.749 -2.783
H 5.155 -6.486 0.814
H 1.524 5.180 2.657
H 5.418 3.716 2.173
H -3.827 -5.830 0.018
H 5.274 8.213 0.247
H 2.660 7.541 5.953
H 5.807 6.148 1.141
H 0.358 0.270 0.672
H -1.790 5.090 6.570
H -3.527 2.542 -8.788
H -1.411 2.575 7.409
H -2.603 -6.587 1.053
H 3.159 1.734 3.063
H 3.253 -1.079 3.161
H -4.425 2.857 4.092
H 0.504 4.351 8.377
H 3.824 -3.417 -5.989
H 6.011 -2.403 2.868
H 6.340 -5.040 -0.997
H -6.544 1.061 0.261
H -0.635 3.327 -9.472
H 6.922 -6.455 0.887
H -3.835 4.297 2.339
H 9.443 -9.959 -0.988
H 2.913 7.726 2.666
H -6.203 -0.459 -0.575
H -0.851 -2.962 -4.836
H -7.895 -7.896 1.947
H -3.462 -3.659 1.389
H -6.020 -0.514 -6.273
H -2.826 3.521 -0.480
H -3.260 -0.321 1.506
H 3.961 -3.282 -3.573
H -10.519 -2.789 -6.682
H 4.589 7.615 -1.236
H 3.822 6.191 2.917
H 8.829 -8.543 -2.853
H -1.843 0.794 0.087
H -6.724 0.946 -1.499
H 4.179 5.967 0.515
H -1.439 -2.105 1.913
H 7.671 -9.999 -1.040
H 6.713 3.289 -0.455
H 6.776 -3.920 0.304
H 6.358 7.564 -0.953
H -7.189 -6.273 1.848
H 3.966 1.239 0.868
H 0.136 4.008 1.874
H 9.276 -7.427 -1.550
H -8.029 -3.182 -7.323
H -2.073 -1.108 -3.452
H 4.750 -4.812 -3.999
H 5.674 2.242 1.278
H 3.443 -2.756 2.613
H -2.820 1.969 4.055
H -1.625 2.877 5.672
H -5.169 -1.013 -4.801
H 7.105 4.410 0.819
H -0.995 5.270 2.441
H 5.236 -1.522 1.541
H -2.850 4.127 -8.366
H -9.161 -3.043 -8.680
H 2.201 -3.828 -5.406
H -5.744 1.942 -5.429
*
```

Calculated values
Gap between HOMO and LUMO: 6.89 eV
Electronic energy: -1488759.7698 eV
Molar mass: 2441.27 g/mol



Entry 4:
Entry from the Open Molecules 2025 dataset: a molecular structure, C4H7NO2 (ωB97M-V/def2-TZVPD).

ORCA input file:
```
! wB97M-V def2-TZVPD RIJCOSX def2/J DEFGRID3
* xyz 0 1
O -1.134 -1.162 -0.835
O 1.207 -0.123 1.475
N -1.341 0.616 0.662
C 0.653 -0.938 -0.764
C -1.719 -0.507 0.170
C 0.923 0.181 0.139
C -0.199 1.208 -0.023
H 1.899 0.297 -0.432
H 0.736 -0.625 -1.798
H 0.527 0.279 2.038
H -2.587 -0.986 0.657
H 1.272 -1.820 -0.506
H 0.047 2.171 0.435
H -0.391 1.356 -1.099
*
```

Calculated values
Relative energy (zero: lowest compared OMol25 entry of this formula, charge and spin): 70.80 kcal per mole
Gap between HOMO and LUMO: 10.59 eV
Electronic energy: -9844.2096 eV
Molar mass: 101.10 g/mol



Entry 5:
Entry from the Open Molecules 2025 dataset: a gas-phase ion, C2H6N3OS (charge +1) (ωB97M-V/def2-TZVPD).

ORCA input file:
```
! wB97M-V def2-TZVPD RIJCOSX def2/J DEFGRID3
* xyz 1 1
S 2.023 -1.619 -0.948
O 0.471 -2.453 -0.264
N 1.522 -0.395 0.099
N -0.424 -1.648 0.302
N 1.676 -1.078 -2.304
C -0.019 -0.441 0.528
C -0.884 0.784 0.607
H -1.335 -2.016 0.298
H -1.753 0.634 -0.093
H -1.194 1.068 1.593
H 1.815 0.538 0.168
H -0.291 1.583 0.089
H 1.997 -1.500 -3.148
*
```

Calculated values
Relative energy (zero: lowest compared OMol25 entry of this formula, charge and spin): 115.64 kcal per mole
Gap between HOMO and LUMO: 10.33 eV
Electronic energy: -19513.2073 eV
Molar mass: 120.16 g/mol



Entry 6:
Entry from the Open Molecules 2025 dataset: 9 unconnected molecules or ions with the total composition C18H54O9S9 (ωB97M-V/def2-TZVPD).

ORCA input file:
```
! wB97M-V def2-TZVPD RIJCOSX def2/J DEFGRID3
* xyz 1 2
S -2.953 31.470 27.035
S -11.512 29.912 19.110
S -0.918 32.349 22.896
S -6.825 32.977 23.616
S -8.359 25.987 21.577
S -4.597 29.102 21.168
S -8.597 27.286 15.644
S -4.414 34.713 18.728
S -0.385 28.664 22.442
O 1.091 28.421 22.230
O -12.757 29.740 19.900
O -3.599 30.875 25.814
O -3.493 29.843 20.481
O -5.683 32.925 22.603
O -7.724 28.234 14.873
O 0.054 33.396 23.448
O -8.214 27.048 20.511
O -3.037 35.383 18.602
C -7.963 25.567 15.207
C -5.336 34.938 17.184
C -7.865 27.488 17.358
C -2.641 32.877 23.177
C -4.211 32.865 18.704
C -10.223 29.604 20.382
C -2.327 29.980 27.973
C -9.968 25.148 21.390
C -6.190 32.199 25.247
C -6.227 29.702 20.714
C -1.442 32.195 26.396
C -11.264 31.775 19.070
C -0.719 28.312 24.215
C -1.163 27.201 21.656
C -8.624 26.870 23.216
C -8.016 31.605 23.210
C -0.962 32.627 21.053
C -4.652 29.637 22.975
H -10.538 32.126 18.337
H -0.885 31.529 25.737
H -4.963 34.243 16.432
H -6.501 29.457 19.688
H -8.384 24.923 15.980
H -5.375 35.963 16.816
H -3.610 32.503 19.538
H -12.239 32.150 18.758
H -8.312 31.676 22.163
H -3.229 32.522 22.331
H -10.611 28.766 20.960
H -6.249 30.781 20.862
H -0.774 32.516 27.194
H -0.789 26.229 21.978
H -6.850 27.112 17.485
H -1.802 28.230 24.307
H -7.632 27.248 23.465
H -9.273 29.284 19.954
H -10.694 25.834 20.955
H -5.436 32.849 25.691
H -5.171 32.351 18.663
H -7.034 32.007 25.909
H -1.469 33.582 20.913
H -8.398 25.318 14.240
H -6.874 25.612 15.247
H -1.862 30.299 28.906
H -1.458 29.619 27.423
H -10.312 24.837 22.376
H -3.842 32.544 17.730
H -2.955 32.466 24.136
H 0.081 32.692 20.746
H -9.900 24.359 20.642
H -6.974 29.170 21.303
H -4.931 30.690 22.952
H -8.772 31.720 23.987
H -6.316 34.560 17.476
H -2.572 33.964 23.124
H -3.706 29.495 23.497
H -0.401 29.161 24.820
H -0.196 27.393 24.478
H -7.495 30.655 23.327
H -11.069 32.144 20.077
H -7.898 28.551 17.600
H -5.811 31.197 25.046
H -10.148 30.440 21.078
H -1.752 33.143 25.955
H -8.966 26.178 23.986
H -9.340 27.691 23.198
H -5.384 29.182 23.641
H -2.940 29.094 28.144
H -8.481 27.104 18.171
H -0.920 27.235 20.593
H -1.538 31.825 20.593
H -2.249 27.248 21.725
*
```

Calculated values
Relative energy (zero: lowest compared OMol25 entry of this formula, charge and spin): 0.00 kcal per mole
Gap between HOMO and LUMO (alpha / beta): 8.11 / 2.48 eV
⟨S²⟩: 0.758
Electronic energy: -135468.4265 eV
Molar mass: 703.22 g/mol



Entry 7:
Entry from the Open Molecules 2025 dataset: a molecular structure, C3H4AgO5 (ωB97M-V/def2-TZVPD).

ORCA input file:
```
! wB97M-V def2-TZVPD RIJCOSX def2/J DEFGRID3
* xyz 0 2
Ag -3.913 0.114 -0.445
O -0.168 1.051 0.524
O 1.529 -0.594 1.200
O -1.382 0.939 -1.296
O -3.228 -0.629 1.467
O 0.763 0.525 -1.478
C -0.297 1.024 -0.749
C 1.889 -0.078 -1.093
C 2.225 -0.637 0.172
H -3.497 -0.778 2.372
H 0.161 0.083 0.954
H 2.672 0.029 -1.843
H 3.245 -1.051 0.215
*
```

Calculated values
Relative energy (zero: lowest compared OMol25 entry of this formula, charge and spin): 27.59 kcal per mole
Gap between HOMO and LUMO (alpha / beta): 7.42 / 5.83 eV
⟨S²⟩: 0.762
Electronic energy: -17407.8103 eV
Molar mass: 227.93 g/mol



Entry 8:
Entry from the Open Molecules 2025 dataset: a molecular structure, C3H6N2O2S (ωB97M-V/def2-TZVPD).

ORCA input file:
```
! wB97M-V def2-TZVPD RIJCOSX def2/J DEFGRID3
* xyz 0 1
S 1.614 0.715 -0.091
O 1.274 0.270 -1.393
O 0.281 1.286 0.576
N 1.904 -1.207 1.083
N 2.713 -2.719 -0.631
C 2.273 -2.010 0.233
C -0.988 1.408 -0.065
C -2.163 0.643 0.622
H 2.419 -3.277 -1.378
H -3.033 0.726 -0.158
H -1.978 -0.383 0.788
H -0.770 0.954 -1.068
H -1.217 2.483 -0.094
H -2.328 1.109 1.575
*
```

Calculated values
Relative energy (zero: lowest compared OMol25 entry of this formula, charge and spin): 97.79 kcal per mole
Gap between HOMO and LUMO (alpha / beta): 8.21 / 8.21 eV
Electronic energy: -21115.6089 eV
Molar mass: 134.16 g/mol